[1]
A structure of composition C28H28As2CuNO2. Source: OMol25; level of theory: wB97M-V/def2-TZVPD.

The geometry in XYZ format:
```
62
Properties=species:S:1:pos:R:3:lowdin_charge:R:1
C 2.395 4.247 0.352 -0.079
C -0.189 -1.505 4.784 -0.117
N -0.943 -1.656 -0.684 -0.005
O 1.769 -0.626 -0.490 -0.133
C -0.548 0.450 6.712 -0.083
C -2.655 6.201 -0.358 -0.088
H -0.040 -2.271 4.031 0.096
C -1.035 1.919 2.373 -0.402
H 2.689 5.066 0.995 0.105
H 0.175 -3.292 -1.550 0.111
C 4.565 1.747 3.157 -0.091
H 5.069 -0.010 2.024 0.108
C 1.509 -1.883 -0.566 -0.671
H 4.382 3.889 -0.368 0.105
H -0.609 -1.161 8.126 0.102
H 5.591 2.076 3.263 0.101
H 3.670 2.134 -1.964 0.111
H -0.451 1.854 5.107 0.090
H -1.131 -2.207 0.145 0.090
C -2.331 6.715 -1.602 -0.091
H -2.543 7.751 -1.833 0.102
H -2.635 4.496 0.930 0.089
C -0.329 -1.863 6.117 -0.087
H -0.297 -2.907 6.402 0.104
C 3.340 3.603 -0.436 -0.075
As 0.104 0.294 2.516 1.358
C -0.413 0.806 5.379 -0.119
C 4.276 0.582 2.462 -0.070
As -1.176 2.193 -0.712 1.303
H 1.422 2.721 3.925 0.090
C -1.732 5.897 -2.551 -0.083
H -2.780 2.482 1.208 0.049
C 0.231 -2.214 -1.391 -0.158
C 1.622 2.203 -1.348 -0.136
C -0.228 -0.168 4.403 -0.366
H -0.679 1.220 7.462 0.103
C 2.959 0.171 2.311 -0.099
C -1.465 4.573 -2.249 -0.128
H 0.317 -1.708 -2.353 0.117
H -1.770 -1.672 -1.265 0.088
O 2.147 -2.799 -0.063 0.029
H 0.328 4.394 0.880 0.099
H 2.745 -0.760 1.805 0.084
H -0.993 3.927 -2.981 0.097
H -1.710 1.903 3.232 0.061
C 2.219 2.115 3.510 -0.118
H -2.289 0.819 1.043 0.034
C -1.780 4.050 -0.995 -0.392
C 2.948 2.605 -1.311 -0.065
C 0.679 2.785 -0.501 -0.402
C -2.380 4.873 -0.054 -0.116
C 1.918 0.958 2.798 -0.365
H -1.468 6.292 -3.524 0.104
H -3.120 6.834 0.388 0.103
C 3.536 2.496 3.709 -0.094
Cu 0.092 0.106 0.006 0.012
C -0.506 -0.886 7.084 -0.089
C 1.072 3.845 0.313 -0.108
C -1.902 1.839 1.110 -0.455
H 3.759 3.383 4.288 0.101
H -0.445 2.832 2.427 0.048
H 1.309 1.434 -2.041 0.089
```

spin multiplicity: 1
electronic energy: -201391.557 eV
highest occupied orbital energy: -8.230 eV
relative energy (zero: lowest compared OMol25 entry of this formula, charge and spin): 0.864 eV
LUMO energy: 0.33 eV


[2]
A structure of composition C28H28As2N2O2S5Tl. Source: OMol25; level of theory: wB97M-V/def2-TZVPD.

The geometry in XYZ format:
```
68
Properties=species:S:1:pos:R:3:lowdin_charge:R:1
C 3.517 -1.248 0.637 -0.172
H 6.498 0.269 0.088 0.087
C -5.182 -1.363 0.701 -0.067
C -5.649 0.974 0.391 -0.091
C -6.011 -0.266 0.893 -0.089
C -2.347 1.798 -5.738 -0.095
C 1.355 1.933 0.409 -0.058
H 0.070 -1.357 5.550 0.091
C -1.891 0.937 4.032 -0.085
H -0.722 4.603 0.602 0.098
H 6.785 -2.085 0.924 0.090
C -1.232 2.699 -0.243 -0.100
H 1.579 3.918 1.192 0.099
H -2.453 1.847 4.186 0.094
C 5.068 -0.495 2.339 -0.045
H -6.295 1.832 0.536 0.099
H -4.345 2.397 -5.232 0.097
H 2.361 1.627 0.667 0.091
C -1.108 0.686 -4.001 -0.080
H -4.221 1.525 -2.936 0.085
H 5.366 -3.070 1.337 0.082
C -1.176 0.310 5.058 -0.104
O -1.253 -1.247 1.301 -0.353
H -4.182 2.096 -0.681 0.085
C -0.378 3.602 0.375 -0.092
C -3.433 1.928 -4.885 -0.095
S 3.942 -2.071 -2.747 -0.145
H -5.460 -2.331 1.097 0.106
C -0.791 1.410 -0.517 -0.288
C 4.946 -0.982 0.890 -0.585
C -0.468 -1.436 3.499 -0.728
C -1.871 0.360 2.793 -0.036
H -2.396 0.755 1.938 0.112
As 3.445 -4.219 -2.715 0.168
H -0.347 1.044 -5.968 0.105
H 5.662 -2.635 -0.341 0.013
C 5.433 0.097 -0.082 -0.050
H -2.237 3.012 -0.498 0.087
C -1.188 1.170 -5.297 -0.075
H -3.319 -2.063 -0.122 0.099
H 4.451 0.388 2.515 0.082
H 4.901 1.038 0.071 0.078
S 3.472 -4.792 -0.584 -0.193
C 0.914 3.216 0.705 -0.084
S 1.846 -2.257 -2.861 -0.217
S 5.324 -5.241 -1.488 -0.192
H -1.162 0.728 6.057 0.096
As -1.910 0.103 -1.373 1.189
N -1.186 -0.778 2.530 -0.205
C 5.736 -2.279 0.686 -0.073
H -2.408 2.173 -6.752 0.098
N 2.397 -1.469 0.522 0.151
C -4.452 1.119 -0.299 -0.121
H 5.285 -0.224 -1.111 0.037
H -0.218 0.160 -3.670 0.088
C -2.191 0.838 -3.138 -0.274
H 0.836 0.021 -0.424 0.057
Tl 0.147 -3.007 0.052 0.648
C -0.492 -0.843 4.784 -0.117
S 0.373 -2.865 3.155 0.488
O -1.207 -1.371 -1.562 -0.606
C 0.505 1.028 -0.209 -0.081
H 4.756 -1.273 3.037 0.091
H -6.941 -0.379 1.437 0.099
H 6.110 -0.238 2.541 0.084
C -3.616 0.023 -0.481 -0.294
C -3.986 -1.223 0.014 -0.086
C -3.357 1.444 -3.584 -0.096
```

spin multiplicity: 1
electronic energy: -217114.570 eV
highest occupied orbital energy: -4.247 eV
net charge: -1
LUMO energy: 2.22 eV


[3]
A structure of composition C28H28AuClN5O4S. Source: OMol25; level of theory: wB97M-V/def2-TZVPD.

The geometry in XYZ format:
```
68
Properties=species:S:1:pos:R:3:lowdin_charge:R:1
H -3.950 -2.194 -2.515 0.129
C -1.592 0.268 -0.113 -0.052
C 2.098 -2.769 1.562 -0.482
H -4.706 1.396 0.465 0.141
C -4.261 -3.337 -0.091 -0.186
H -3.474 3.558 0.100 0.125
H -4.462 -3.879 -1.015 0.121
S 2.409 -4.343 2.242 1.072
N 4.839 -3.347 5.960 0.079
C 2.421 -1.555 2.170 -0.024
C 1.497 6.854 -1.804 0.018
H 0.025 7.711 -4.744 0.113
N 1.013 3.233 -1.460 -0.098
C 1.522 4.419 -0.883 -0.450
C -3.407 -4.170 0.853 -0.064
C 0.513 4.949 -2.914 -0.093
H 0.852 -0.226 -3.443 0.066
H -0.480 5.267 -4.794 0.126
N -3.618 -2.072 -0.468 -0.049
C -1.614 2.573 -0.211 -0.080
H 5.251 -3.887 2.664 0.114
Cl 3.406 1.591 -0.797 0.110
H -1.021 -0.645 -0.179 0.097
C -2.971 2.604 0.041 0.003
H 3.072 -3.412 7.007 0.114
C 1.464 -2.724 0.313 -0.060
C 4.732 -3.780 3.607 -0.074
C -3.130 -1.938 -1.838 -0.190
O -0.237 2.679 -3.332 0.066
H -2.186 -3.882 -2.033 0.077
C -2.947 0.219 0.130 -0.091
C -1.930 -2.826 -2.128 -0.060
Au 1.164 1.455 -0.582 1.068
H -2.887 -0.895 -2.030 0.111
H -1.571 -2.657 -3.143 0.084
C 0.366 3.490 -2.653 -0.417
H 6.500 -3.347 4.748 0.115
H -3.915 -5.106 1.088 0.082
C 0.352 7.073 -3.933 -0.046
C 2.732 -3.816 4.924 -0.075
C 1.213 5.506 -1.856 -0.091
C 1.172 -1.512 -0.256 -0.136
O 2.034 4.489 0.199 0.096
C -3.649 1.414 0.231 0.049
C -3.649 -1.079 0.445 -0.427
C 2.106 -0.378 1.534 -0.114
H 0.692 -1.433 -1.222 0.084
H 2.921 -1.516 3.127 0.118
H 2.043 7.280 -0.973 0.128
H 2.359 0.578 1.972 0.118
C 3.357 -3.940 3.693 -0.543
O -4.196 -1.170 1.530 0.092
H -0.132 0.922 -3.155 0.004
H 1.258 8.696 -2.874 0.113
C 0.065 5.711 -3.972 0.014
O 0.184 0.061 -2.809 -0.110
H -5.216 -3.105 0.377 0.125
H 1.212 -3.633 -0.217 0.119
C 5.425 -3.481 4.773 -0.121
H -3.239 -3.632 1.784 0.074
C 3.522 -3.518 6.027 -0.123
N 1.473 -0.351 0.352 -0.152
H -1.051 3.484 -0.334 0.114
H -2.442 -4.411 0.403 0.064
H -1.116 -2.617 -1.429 0.044
H 1.664 -3.952 5.027 0.112
N -0.931 1.421 -0.278 -0.045
C 1.054 7.633 -2.870 -0.044
```

spin multiplicity: 1
electronic energy: -72177.089 eV
highest occupied orbital energy: -12.053 eV
net charge: +1
relative energy (zero: lowest compared OMol25 entry of this formula, charge and spin): 0.258 eV
LUMO energy: -4.08 eV